Computed, not measured: a molecular structure, C23H45As3IN2W, with ωB97M-V/def2-TZVPD.

```
75
Properties=species:S:1:pos:R:3:lowdin_charge:R:1
W 0.013 -0.215 0.706 0.867
C 0.209 -1.107 4.260 -0.019
C 0.508 -1.379 2.825 -0.328
C -0.440 -2.052 1.994 -0.165
C -0.028 -2.669 0.773 -0.325
C -0.819 -3.788 0.183 -0.001
C 1.176 -2.241 0.203 -0.081
C 2.014 -1.298 0.858 -0.379
C 3.347 -0.915 0.284 -0.001
C 1.684 -0.953 2.210 -0.063
H -0.850 -0.922 4.429 0.080
H 0.796 -0.280 4.652 0.104
H 0.478 -2.008 4.821 0.128
H -1.403 -2.313 2.413 0.143
H -0.682 -3.878 -0.892 0.094
H -1.877 -3.724 0.425 0.083
H -0.444 -4.709 0.639 0.132
H 1.474 -2.632 -0.761 0.136
H 3.317 -0.850 -0.803 0.074
H 4.083 -1.677 0.548 0.121
H 3.693 0.034 0.691 0.088
H 2.361 -0.311 2.759 0.155
C -3.791 -1.218 0.810 -0.246
As -2.362 -0.691 -0.378 1.022
C -2.557 -1.988 -1.817 -0.230
C -3.066 0.942 -1.190 -0.318
C -2.195 1.768 -2.159 -0.649
C -1.484 2.906 -1.431 -0.079
C -1.158 0.892 -2.886 -0.296
As 0.419 0.289 -1.875 1.120
C 1.091 -1.156 -2.979 -0.229
C 1.732 1.664 -2.228 -0.241
C -3.113 2.325 -3.269 -0.368
As -4.606 3.651 -3.020 1.171
C -5.089 3.500 -1.120 -0.345
C -3.552 5.296 -2.876 -0.335
H -4.707 -1.257 0.220 0.065
H -3.905 -0.500 1.616 0.004
H -3.597 -2.209 1.218 0.037
H -3.292 -1.591 -2.517 0.059
H -2.941 -2.921 -1.414 0.044
H -1.630 -2.181 -2.346 0.013
H -3.423 1.554 -0.363 0.044
H -3.948 0.563 -1.714 0.095
H -0.761 2.537 -0.695 0.011
H -2.196 3.529 -0.893 0.068
H -0.957 3.542 -2.146 0.104
H -0.708 1.463 -3.702 0.103
H -1.613 0.009 -3.334 0.081
H 1.032 -0.826 -4.017 0.065
H 0.505 -2.064 -2.864 0.026
H 2.133 -1.359 -2.740 0.041
H 1.858 1.729 -3.309 0.064
H 2.685 1.395 -1.776 0.026
H 1.385 2.622 -1.850 0.031
H -3.578 1.479 -3.784 0.067
H -2.489 2.824 -4.019 0.074
H -5.581 2.550 -0.912 0.017
H -5.823 4.286 -0.942 0.033
H -4.258 3.661 -0.431 0.006
H -2.952 5.424 -3.777 0.027
H -2.912 5.339 -1.996 0.010
H -4.255 6.127 -2.830 0.030
C 3.729 3.829 0.537 0.029
N 2.530 3.481 1.327 -0.132
C 2.183 4.368 2.462 0.036
C 1.839 2.433 1.088 -0.209
N 1.174 1.496 0.864 -0.072
H 3.590 4.818 0.104 0.113
H 3.880 3.100 -0.255 0.089
H 4.596 3.838 1.196 0.113
H 2.011 5.371 2.078 0.113
H 3.013 4.381 3.166 0.112
H 1.285 4.003 2.953 0.097
I -1.533 1.327 2.244 0.646
```

LUMO energy: -11.27 eV
net charge: +3
energy above the lowest of the compared OMol25 structures with the same formula, charge and spin: 4.8 kcal/mol

---

Computed, not measured: 11 unconnected molecules or ions with the total composition C30H82Br2N2O13P2S, with ωB97M-V/def2-TZVPD.

```
132
Properties=species:S:1:pos:R:3:lowdin_charge:R:1
C -4.761 -0.509 2.786 -0.151
C -3.356 -0.187 2.233 -0.465
P -3.151 -1.070 0.635 1.061
C -3.279 -2.816 1.237 -0.346
C -1.314 -0.937 -0.068 -0.457
C -0.164 -1.689 0.650 -0.634
Br -0.506 -2.173 2.463 0.944
C 1.074 -2.059 0.302 -0.726
C 2.041 -2.764 1.215 -0.197
Br 1.874 -1.773 -1.401 0.858
N -1.458 -1.467 -1.437 -0.177
C -2.404 -0.797 -2.323 -0.114
C -1.364 -2.927 -1.658 -0.201
C -2.445 -3.576 -2.526 -0.188
C -3.841 -3.762 -1.933 -0.212
C -3.961 -5.068 -1.154 -0.305
N -5.247 -5.170 -0.465 0.005
C -0.929 0.634 -0.041 -0.631
S -0.093 1.085 1.558 0.902
C 0.119 1.201 -1.026 -0.231
C -0.048 1.176 -2.542 -0.199
C 1.137 1.881 -3.223 -0.195
C 0.809 3.275 -3.753 -0.178
C 1.896 3.869 -4.643 -0.236
O 1.577 3.616 -6.002 -0.191
C 2.680 3.228 -6.792 -0.123
O -2.166 1.313 -0.181 -0.291
C -2.236 2.696 0.059 -0.356
P -3.895 3.196 -0.443 0.743
O -5.018 2.675 0.384 -0.425
H -4.711 -1.207 3.624 0.067
H -5.257 0.398 3.138 0.068
H -5.412 -0.950 2.027 0.058
H -3.290 0.881 2.024 0.039
H -2.592 -0.430 2.973 0.021
H -3.320 -2.841 2.329 0.017
H -4.199 -3.257 0.847 0.017
H -2.437 -3.436 0.944 -0.005
H 2.116 -2.249 2.175 0.050
H 1.727 -3.796 1.393 0.064
H 3.029 -2.798 0.764 0.051
H -2.390 0.267 -2.128 0.059
H -3.437 -1.131 -2.203 0.062
H -2.099 -0.945 -3.362 0.095
H -1.314 -3.457 -0.705 0.098
H -0.417 -3.137 -2.159 0.070
H -2.493 -3.066 -3.490 0.100
H -2.058 -4.578 -2.755 0.116
H -4.149 -2.918 -1.310 0.069
H -4.562 -3.812 -2.760 0.116
H -3.806 -5.875 -1.885 0.113
H -3.172 -5.146 -0.401 0.088
H -5.993 -5.077 -1.146 0.068
H -5.328 -6.075 -0.019 0.048
H -1.128 1.218 2.395 -0.131
H 1.094 0.789 -0.752 0.065
H 0.194 2.259 -0.753 0.089
H -0.158 0.161 -2.910 0.080
H -0.965 1.717 -2.802 0.108
H 1.507 1.268 -4.053 0.118
H 1.970 1.967 -2.515 0.115
H -0.106 3.227 -4.351 0.117
H 0.620 3.952 -2.911 0.113
H 2.867 3.413 -4.403 0.119
H 1.995 4.948 -4.483 0.120
H 2.295 2.989 -7.783 0.091
H 3.182 2.343 -6.383 0.075
H 3.426 4.024 -6.892 0.087
H -2.170 2.951 1.128 0.092
H -1.459 3.271 -0.456 0.101
H -3.803 4.598 -0.477 0.020
H -3.989 2.834 -1.798 0.032
C -3.391 -6.173 2.428 -0.152
O -4.254 -7.153 1.857 -0.130
H -2.499 -6.129 1.807 0.076
H -3.863 -5.190 2.430 0.060
H -3.093 -6.439 3.446 0.080
H -5.045 -7.195 2.402 0.078
C 2.259 -7.272 1.396 -0.155
O 2.705 -5.993 1.826 -0.129
H 1.540 -7.099 0.599 0.077
H 3.076 -7.880 0.999 0.076
H 1.762 -7.825 2.197 0.076
H 3.342 -6.110 2.535 0.079
C 3.740 2.284 2.038 -0.125
O 2.667 3.111 1.585 -0.160
H 4.657 2.787 1.742 0.060
H 3.744 2.165 3.123 0.082
H 3.713 1.297 1.573 0.084
H 1.830 2.695 1.818 -0.002
C 3.444 6.458 2.681 -0.159
O 3.848 5.591 1.637 -0.141
H 4.147 7.290 2.704 0.076
H 2.441 6.862 2.515 0.075
H 3.463 5.964 3.658 0.076
H 3.236 4.837 1.608 0.030
C 7.584 1.403 2.888 -0.157
O 6.355 0.847 3.339 -0.129
H 7.649 1.187 1.824 0.076
H 7.621 2.488 3.023 0.078
H 8.446 0.953 3.386 0.074
H 6.269 1.019 4.280 0.076
C 6.656 4.234 -0.282 -0.164
O 7.002 5.327 0.552 -0.126
H 7.563 3.926 -0.800 0.076
H 6.277 3.386 0.297 0.053
H 5.902 4.513 -1.024 0.078
H 6.196 5.601 1.008 0.048
C -7.786 0.821 -1.269 -0.170
O -7.469 2.197 -1.392 -0.138
H -8.738 0.667 -1.774 0.073
H -7.037 0.178 -1.742 0.071
H -7.893 0.517 -0.224 0.074
H -6.633 2.338 -0.931 0.011
C 0.792 -1.563 6.350 -0.166
O 1.599 -1.870 5.226 -0.146
H 1.333 -1.903 7.231 0.077
H 0.611 -0.489 6.450 0.071
H -0.173 -2.080 6.320 0.075
H 1.131 -1.579 4.436 -0.018
C 5.411 1.013 -8.239 -0.159
O 5.484 2.425 -8.089 -0.128
H 4.484 0.697 -7.766 0.069
H 5.382 0.712 -9.289 0.077
H 6.243 0.503 -7.746 0.077
H 6.295 2.732 -8.502 0.076
C -1.702 2.576 5.638 -0.139
O -1.956 1.910 4.406 -0.152
H -0.623 2.690 5.713 0.079
H -2.161 3.567 5.668 0.079
H -2.052 1.992 6.492 0.079
H -2.905 1.783 4.310 0.071
```

LUMO energy: 0.25 eV
SMILES: CCP(C)[C@@](/C(Br)=C(/C)Br)(N(C)CCCCN)[C@@](S)(CCCCCOC)OC[PH2]=O.CO.CO.CO.CO.CO.CO.CO.CO.CO.CO

---

Computed, not measured: a gas-phase ion, C4H9N3P (charge +1) in a non-equilibrium geometry, with ωB97M-V/def2-TZVPD.

```
17
Properties=species:S:1:pos:R:3:nbo_charge:R:1
H 2.478 1.672 1.851 0.332
N 2.472 1.384 0.898 -0.257
N 1.536 0.505 0.743 -0.231
C 1.587 -0.207 -0.494 -0.066
C 0.614 -0.971 -1.026 -0.192
C -0.813 -1.255 -0.563 -0.535
C -1.307 -0.076 0.151 0.220
N -1.296 -0.109 1.408 -0.629
P -1.864 1.416 -0.657 0.398
H 2.618 -0.261 -0.892 0.229
H 1.141 -1.428 -1.951 0.272
H -1.425 -1.447 -1.389 0.269
H -0.974 -2.170 0.084 0.253
H -1.575 0.723 1.962 0.429
H -0.992 -0.910 2.059 0.451
H -1.558 1.180 -1.943 0.018
H -0.641 1.954 -0.240 0.038
```

LUMO energy: -4.57 eV
net charge: +1
SMILES: [H]/N=N/C=C\CC(=[NH2+])P
energy above the lowest of the compared OMol25 structures with the same formula, charge and spin: 82.3 kcal/mol

---

Computed, not measured: a single C23H25NO9S molecule in a non-equilibrium geometry, with ωB97M-V/def2-TZVPD.

```
59
Properties=species:S:1:pos:R:3:nbo_charge:R:1
C -3.090 -3.656 0.159 -0.721
C -1.712 -3.299 -0.322 0.802
O -1.409 -3.057 -1.459 -0.600
O -0.838 -3.284 0.698 -0.504
C 0.501 -2.934 0.396 -0.097
C 0.645 -1.440 0.100 0.092
O 0.269 -0.745 1.274 -0.538
C 0.277 0.633 1.149 -0.039
S -0.960 1.251 -0.090 0.257
C -2.459 0.554 0.511 -0.176
C -2.632 -0.158 1.671 -0.246
C -3.904 -0.647 2.007 -0.188
C -4.990 -0.436 1.201 -0.217
C -4.844 0.290 0.002 -0.108
C -5.899 0.558 -0.894 -0.129
C -5.648 1.277 -2.032 -0.263
C -4.339 1.730 -2.271 0.064
N -3.340 1.501 -1.464 -0.426
C -3.564 0.794 -0.346 0.207
C 1.651 1.185 0.730 0.040
O 1.559 2.562 0.408 -0.506
C 1.420 3.425 1.430 0.811
C 1.267 4.826 0.917 -0.716
O 1.411 3.089 2.583 -0.596
C 2.164 0.453 -0.507 0.050
O 3.516 0.827 -0.723 -0.522
C 3.972 0.724 -1.993 0.819
C 5.445 0.996 -2.044 -0.721
O 3.271 0.436 -2.920 -0.588
C 2.076 -1.069 -0.298 0.025
O 2.953 -1.450 0.757 -0.527
C 4.209 -1.807 0.436 0.817
C 5.013 -2.059 1.681 -0.717
O 4.617 -1.906 -0.688 -0.604
H -3.617 -2.735 0.404 0.252
H -3.028 -4.272 1.050 0.232
H -3.632 -4.167 -0.632 0.237
H 1.078 -3.190 1.285 0.209
H 0.846 -3.503 -0.475 0.205
H -0.025 -1.166 -0.728 0.222
H 0.002 1.039 2.126 0.233
H -1.807 -0.369 2.330 0.235
H -4.012 -1.203 2.927 0.218
H -5.964 -0.819 1.468 0.214
H -6.891 0.191 -0.668 0.214
H -6.432 1.500 -2.739 0.221
H -4.108 2.301 -3.160 0.194
H 2.355 1.045 1.562 0.227
H 1.454 5.536 1.716 0.236
H 0.247 4.947 0.558 0.249
H 1.942 4.992 0.082 0.238
H 1.566 0.738 -1.383 0.241
H 5.726 1.715 -1.282 0.231
H 5.722 1.344 -3.034 0.237
H 5.951 0.052 -1.846 0.259
H 2.379 -1.577 -1.223 0.242
H 5.762 -2.820 1.486 0.239
H 4.361 -2.353 2.497 0.235
H 5.520 -1.135 1.953 0.245
```

LUMO energy: 0.10 eV
SMILES: CC(=O)OC[C@H]1O[C@H](Sc2cccc3cccnc23)[C@H](OC(C)=O)[C@@H](OC(C)=O)[C@H]1OC(C)=O
energy above the lowest of the compared OMol25 structures with the same formula, charge and spin: 0.0 kcal/mol